# 1
Here is a molecular structure, C22H43CoN2OP2 at a distorted geometry from the Open Molecules 2025 dataset. Energies are from the ωB97M-V functional and the def2-TZVPD basis.

HOMO-LUMO gap (alpha / beta) = 0.25360 / 0.24298 Eh
Charge = +1
HOMO energy (alpha / beta) = -9.51 / -10.10 eV
Spin multiplicity = 4

XYZ file:
```
71
Properties=species:S:1:pos:R:3:mulliken_charge:R:1
Co -0.528 -0.222 0.497 0.581
P -1.240 1.194 -1.403 1.069
P 1.014 -1.728 1.318 -0.815
N -1.714 -1.715 -0.056 0.287
C -2.540 -0.068 -1.821 -1.168
H -3.498 0.382 -1.593 0.414
H -2.523 -0.113 -2.906 0.489
C -2.523 -1.467 -1.198 -0.924
H -3.649 -1.705 -1.071 0.141
H -2.103 -2.122 -2.007 0.266
C -0.995 -2.984 -0.121 -1.208
H -0.388 -2.783 -1.023 0.454
H -1.622 -3.880 -0.338 0.406
C -0.136 -3.190 1.119 -1.084
H 0.360 -4.184 1.131 0.580
H -0.839 -3.133 1.977 0.386
C 1.496 -1.824 3.116 0.712
C 0.654 -0.897 4.000 -1.482
H -0.418 -1.105 3.918 0.269
H 0.822 0.160 3.755 0.274
H 0.939 -1.038 5.053 0.547
C 2.448 -2.231 0.268 1.051
C 3.598 -1.206 0.178 -1.514
H 4.172 -1.389 -0.747 0.456
H 4.291 -1.313 1.025 0.387
H 3.242 -0.165 0.151 0.165
C -0.501 1.912 -2.971 1.938
C 0.288 3.212 -2.737 -1.608
H 0.941 3.356 -3.609 0.542
H 0.930 3.137 -1.848 0.297
H -0.376 4.082 -2.665 0.263
C -2.287 2.585 -0.712 0.547
C -1.403 3.686 -0.110 -1.613
H -1.912 4.099 0.775 0.373
H -1.239 4.507 -0.825 0.421
H -0.416 3.321 0.215 0.189
C 0.793 0.935 0.606 0.253
C 2.946 -3.640 0.650 -1.690
H 2.487 -4.027 1.569 0.441
H 2.718 -4.355 -0.153 0.254
H 4.033 -3.645 0.808 0.448
C -1.431 2.015 -4.189 -1.530
H -0.972 2.709 -4.904 0.446
H -1.510 1.047 -4.699 0.389
H -2.433 2.377 -3.939 0.215
C -3.333 3.156 -1.670 -1.768
H -3.972 3.836 -1.089 0.461
H -2.888 3.746 -2.485 0.346
H -3.989 2.385 -2.096 0.338
C 2.995 -1.584 3.381 -1.439
H 3.321 -0.607 2.989 0.304
H 3.170 -1.575 4.471 0.481
H 3.633 -2.370 2.949 0.266
H 1.254 -2.865 3.401 0.544
H -2.824 2.074 0.109 0.406
H 1.993 -2.273 -0.739 0.508
H 0.268 1.192 -3.265 -0.931
O 1.574 1.766 0.488 -0.368
H 1.360 -0.145 -3.674 0.025
H 0.945 -0.730 -3.720 -0.079
C -3.583 1.005 3.866 -0.500
C -2.541 1.833 3.563 -1.027
C -1.584 1.529 2.577 -0.527
N -1.709 0.360 1.886 1.600
C -2.773 -0.429 2.140 -0.407
C -3.695 -0.149 3.124 -0.793
H -4.291 1.218 4.673 0.422
H -2.396 2.766 4.111 0.474
H -0.753 2.174 2.327 0.524
H -2.872 -1.319 1.508 0.365
H -4.482 -0.896 3.284 0.459
```



# 2
Here is a molecular structure, CLiMnO3 at a distorted geometry from the Open Molecules 2025 dataset. Energies are from the ωB97M-V functional and the def2-TZVPD basis.

HOMO-LUMO gap (alpha / beta) = 0.37055 / 0.33562 Eh
ΔE to the lowest compared entry with this formula, charge and spin = 7.5 kcal per mole
Charge = +2
HOMO energy (alpha / beta) = -21.05 / -21.57 eV
Spin multiplicity = 7

XYZ file:
```
6
Properties=species:S:1:pos:R:3:mulliken_charge:R:1
Li 1.951 -0.970 -2.583 0.959
O 1.684 0.481 -1.470 -0.542
O -1.211 -0.421 1.549 0.307
O -0.878 0.859 1.225 -0.410
C -2.188 -1.005 1.322 0.407
Mn 0.643 1.056 -0.043 1.279
```



# 3
Here is a molecular structure, C2H9N2S at a distorted geometry from the Open Molecules 2025 dataset. Energies are from the ωB97M-V functional and the def2-TZVPD basis.

HOMO-LUMO gap (alpha / beta) = 0.22794 / 0.29582 Eh
ΔE to the lowest compared entry with this formula, charge and spin = 42.3 kcal per mole
Charge = +1
HOMO energy (alpha / beta) = -10.09 / -15.91 eV
Spin multiplicity = 3

XYZ file:
```
14
Properties=species:S:1:pos:R:3:mulliken_charge:R:1
C -0.234 -1.206 1.249 -1.436
C 0.223 -0.152 0.375 0.946
N 0.983 -0.493 -0.695 -0.195
N -0.064 1.083 0.739 -0.354
S 1.939 0.692 -1.474 -0.022
H -0.392 -0.993 2.296 0.361
H 0.309 -2.050 1.275 0.419
H -1.302 -1.666 1.108 0.309
H -1.894 1.281 -1.435 -0.260
H 1.224 -1.451 -0.508 0.261
H 1.797 0.197 -2.859 0.267
H -0.347 1.042 1.687 0.210
H 0.015 1.844 0.093 0.236
H -2.258 1.872 -1.852 0.259
```



# 4
Here is 2 unconnected molecules or ions with the total composition C3H7NO3 at a distorted geometry from the Open Molecules 2025 dataset. Energies are from the ωB97M-V functional and the def2-TZVPD basis.

HOMO-LUMO gap = 0.36141 Eh
ΔE to the lowest compared entry with this formula, charge and spin = 144.0 kcal per mole
Charge = 0
HOMO energy = -9.60 eV

XYZ file:
```
14
Properties=species:S:1:pos:R:3:mulliken_charge:R:1
C 0.132 0.211 -0.633 0.547
C 1.199 -0.359 0.299 -0.389
C -1.283 -0.450 -0.249 0.119
H 0.921 2.272 -0.762 0.259
H -0.136 2.288 0.278 0.180
H -0.004 -0.075 -1.711 0.251
H 1.089 -0.010 1.397 0.261
H 2.507 0.339 0.047 0.221
H 0.499 -2.154 0.203 0.365
H -2.608 -0.748 1.349 0.400
N -0.117 1.683 -0.362 -0.713
O 1.345 -1.693 0.042 -0.465
O -1.720 -0.021 0.999 -0.540
O -1.824 -1.280 -0.898 -0.495
```



# 5
Here is a molecular structure, C23H21N6O8PtS3 at a distorted geometry from the Open Molecules 2025 dataset. Energies are from the ωB97M-V functional and the def2-TZVPD basis.

HOMO-LUMO gap (alpha / beta) = 0.20188 / 0.18240 Eh
ΔE to the lowest compared entry with this formula, charge and spin = 78.0 kcal per mole
Charge = +1
HOMO energy (alpha / beta) = -10.04 / -11.02 eV
Spin multiplicity = 5

XYZ file:
```
62
Properties=species:S:1:pos:R:3:mulliken_charge:R:1
Pt 0.215 0.823 0.164 2.565
O 0.157 1.883 -5.491 -0.510
C 1.048 0.877 -5.322 0.906
C 1.837 0.343 -6.355 -0.740
C 2.601 -0.783 -6.126 -0.314
C 2.819 -1.298 -4.848 -0.933
C 2.110 -0.718 -3.814 -0.639
C 1.255 0.371 -3.989 0.285
C 0.718 0.802 -2.675 0.551
O 0.944 -0.027 -1.702 -0.903
N 0.069 1.936 -2.501 -1.168
N -0.434 1.992 -1.297 0.235
C -1.105 3.147 -0.901 -0.515
C -1.318 3.263 0.488 0.610
C -2.090 4.301 1.130 -0.976
C -1.855 4.503 2.458 -0.553
C -1.126 3.563 3.204 -0.718
C -0.519 2.441 2.572 0.323
N -0.736 2.250 1.245 -0.116
H -0.051 1.950 -6.453 0.354
H 1.740 0.763 -7.393 0.260
H 3.126 -1.206 -7.011 0.334
H 3.483 -2.130 -4.682 0.446
H 2.193 -1.066 -2.803 0.694
H -1.411 3.884 -1.615 0.559
H -2.808 4.926 0.584 0.448
H -2.234 5.424 2.937 0.410
H -1.016 3.569 4.267 0.470
H 0.993 0.898 2.753 -1.240
O 3.859 0.747 0.457 -0.589
S 2.781 1.438 1.031 1.417
O 3.125 2.385 2.089 -0.671
O 1.874 2.170 -0.047 -0.691
C 1.550 0.193 1.606 0.556
C 0.226 1.497 3.454 0.845
C -0.687 0.385 3.928 -0.547
C -0.697 -0.938 3.493 -0.667
C 0.061 -1.658 2.367 -1.018
C 1.352 -1.106 1.859 -1.073
S 2.702 -2.393 1.970 1.306
O 2.070 -3.575 2.498 -0.681
O 3.682 -1.783 2.826 -0.602
O 3.102 -2.461 0.560 -0.612
H 0.618 1.966 4.384 0.773
H -1.438 0.628 4.685 0.373
H -1.391 -1.629 4.014 0.460
H 0.169 -2.651 2.725 1.212
C -1.711 -5.037 1.060 -1.191
C -2.037 -3.908 2.009 -0.470
C -2.048 -2.574 1.323 0.403
N -0.974 -1.800 1.198 0.251
N -1.145 -0.674 0.325 -0.106
C -2.332 -0.770 -0.286 0.318
N -2.776 0.054 -1.282 -0.271
S -3.341 -2.109 0.286 -0.063
H -1.947 -6.008 1.522 0.399
H -0.648 -5.095 0.799 0.335
H -2.378 -5.028 0.230 0.387
H -1.234 -3.931 2.768 0.212
H -3.002 -3.934 2.536 0.533
H -2.279 0.909 -1.516 0.086
H -3.712 0.013 -1.695 0.259
```



# 6
Here is a molecular structure, C22H15AsCdO5 at a distorted geometry from the Open Molecules 2025 dataset. Energies are from the ωB97M-V functional and the def2-TZVPD basis.

HOMO-LUMO gap = 0.24022 Eh
ΔE to the lowest compared entry with this formula, charge and spin = 5.4 kcal per mole
Charge = +2
HOMO energy = -14.44 eV

XYZ file:
```
44
Properties=species:S:1:pos:R:3:mulliken_charge:R:1
O 0.012 -3.278 -0.011 -0.098
C -0.029 -2.114 -0.073 0.209
Cd -0.445 0.032 -0.237 2.033
O -2.680 0.001 -3.206 -0.019
C -1.964 -0.009 -2.357 0.135
C 2.040 0.017 -0.384 -0.007
O 3.189 0.003 -0.552 -0.125
C -0.023 2.129 0.002 0.198
O 0.021 3.286 0.061 -0.080
O -0.840 -0.468 1.989 -1.091
As -0.285 -0.088 3.542 1.462
C -1.717 -1.046 4.366 0.131
C -1.906 -2.410 4.074 -0.391
C -2.942 -3.106 4.710 -0.616
C -3.802 -2.444 5.607 -0.538
C -3.615 -1.071 5.863 -0.618
C -2.578 -0.364 5.232 -0.309
C 1.440 -0.946 3.751 0.019
C 1.529 -1.997 4.674 -0.417
C 2.773 -2.599 4.917 -0.660
C 3.922 -2.160 4.232 -0.552
C 3.815 -1.111 3.299 -0.876
C 2.575 -0.501 3.048 -0.165
C -0.326 1.835 3.698 0.075
C -1.497 2.549 3.399 -0.139
C -1.524 3.937 3.613 -0.751
C -0.390 4.601 4.117 -0.537
C 0.777 3.868 4.401 -0.668
C 0.815 2.482 4.191 -0.424
H -1.251 -2.926 3.375 0.405
H -3.083 -4.166 4.509 0.403
H -4.605 -2.986 6.097 0.420
H -4.274 -0.555 6.550 0.417
H -2.435 0.695 5.427 0.394
H 0.644 -2.333 5.209 0.416
H 2.846 -3.404 5.640 0.421
H 4.883 -2.626 4.427 0.429
H 4.700 -0.764 2.774 0.427
H 2.505 0.315 2.335 0.776
H -2.374 2.037 3.009 0.542
H -2.427 4.497 3.393 0.440
H -0.415 5.673 4.286 0.444
H 1.653 4.373 4.792 0.433
H 1.715 1.913 4.416 0.452
```